The following is a DFT calculation (ωB97M-V/def2-TZVPD) of a molecular structure, C10H17Cl2InN.

XYZ file:
```
31
Properties=species:S:1:pos:R:3:forces:R:3:mulliken_charge:R:1
In -2.692551 -0.853450 1.288069 -1.219 -0.247 0.606 0.512
Cl -2.400031 1.519103 1.257947 0.251 0.783 0.048 -0.573
Cl -0.797598 -1.949395 2.234109 0.965 -0.324 0.335 -0.595
C -4.135518 -1.077211 2.809916 -0.305 0.528 0.986 -0.929
H -3.890382 -1.591948 3.762578 -0.448 -0.021 -0.705 0.265
H -5.102563 -0.538390 2.790143 0.434 -0.536 0.049 0.276
C -0.041536 -1.069552 -1.760156 2.018 -0.086 -0.561 -0.564
C -1.250526 -1.057738 -1.281175 -1.862 -0.634 0.206 -0.075
H 0.724090 -1.730066 -1.333883 -0.465 -0.040 -0.287 0.387
C -2.268890 -0.040414 -1.731933 0.066 0.536 -0.373 -0.592
H -1.568556 -1.861662 -0.583772 0.410 0.676 -0.521 0.531
C -2.023417 0.373345 -3.189387 -0.159 -0.392 0.030 -0.906
H -3.305165 -0.387412 -1.588061 0.344 -0.017 -0.046 0.331
H -2.164590 0.876352 -1.126241 -0.112 -0.422 -0.071 0.150
C -0.588914 0.825079 -3.421149 0.392 0.069 0.212 -0.767
H -2.226574 -0.490244 -3.830660 -0.054 -0.018 -0.075 0.354
H -2.724284 1.164816 -3.474223 0.058 -0.038 -0.022 0.375
C 0.471393 -0.133223 -2.821456 -0.011 0.267 -0.257 -0.365
H -0.403562 0.939749 -4.494772 -0.030 0.009 0.053 0.323
H -0.427767 1.814260 -2.987205 -0.191 0.044 0.110 0.323
H 0.905367 -0.718020 -3.647395 0.017 -0.069 0.274 0.321
H 1.290089 0.460228 -2.383358 -0.217 -0.246 -0.223 0.241
C 3.747659 1.101067 2.524926 -0.063 0.164 -0.181 -1.109
C 2.763221 -0.055561 2.302981 0.146 -0.227 0.535 -0.131
C 2.058616 0.129911 1.046103 -0.852 0.436 -1.740 0.108
N 1.559156 0.367827 0.024688 0.995 -0.186 1.714 -0.292
H 4.422596 1.189471 1.667557 -0.076 0.005 0.146 0.305
H 4.350815 0.968673 3.424178 -0.119 -0.109 -0.003 0.330
H 3.191525 2.038709 2.612804 0.133 -0.087 -0.003 0.312
H 3.289201 -1.019738 2.280869 -0.169 0.197 -0.039 0.235
H 2.021487 -0.114249 3.110148 0.121 -0.016 -0.198 0.221
```
Positions in Å, forces in eV/Å.

Energy relative to the best compared isomer or geometry (same formula, charge and spin) = 0.610 eV
M = 336.98 Da
Spin multiplicity = 1
Max |F| = 2.1 eV/A
LUMO energy (alpha / beta) = 2.888 / 2.950 eV
Charge = -1

=====

The following is a DFT calculation (ωB97M-V/def2-TZVPD) of a gas-phase ion, C10H17N2 (charge +1).

XYZ file:
```
29
Properties=species:S:1:pos:R:3:forces:R:3:mulliken_charge:R:1
C -0.781757 -1.181030 -0.446777 -3.091 -0.322 -0.421 0.584
C -1.352460 0.194210 -0.118764 2.486 -0.128 0.626 1.138
C 0.895538 0.867266 -0.445720 1.365 -1.655 -1.795 -0.561
C 1.392585 1.562824 -1.467751 0.472 -0.089 0.731 -0.851
C 1.373208 -0.472852 0.137237 -0.839 1.196 1.132 2.365
C -1.657729 -2.323947 -0.993519 -3.052 3.507 2.726 -1.375
C -2.763317 0.321540 0.392629 2.042 0.058 0.839 -1.630
C 2.489658 -1.100955 -0.576305 0.924 2.059 -3.195 -2.196
C 1.536166 -0.262727 1.636597 3.490 -0.642 0.139 -1.563
C -0.614523 2.277855 0.855826 -1.781 2.025 -0.333 -0.823
N 0.357109 -1.465271 -0.054334 0.743 -0.606 -0.046 -0.569
N -0.394198 1.113921 0.025660 -3.866 -0.619 0.505 0.160
H 2.399928 1.272551 -1.845000 -1.073 0.576 0.099 0.250
H 0.832964 2.439285 -1.828317 0.601 -0.459 -0.102 0.321
H -1.068437 -2.692603 -1.728296 0.916 -1.285 -2.970 0.437
H -1.768110 -3.083139 -0.253854 0.034 -0.582 0.714 0.358
H -2.743901 -1.925111 -1.182124 2.249 -1.040 -0.539 0.325
H -3.132780 1.230047 -0.004367 -1.105 0.643 -0.615 0.443
H -3.298436 -0.578667 0.231223 -0.728 -0.445 -0.764 0.363
H -2.795286 0.429470 1.481260 0.407 0.199 0.056 0.400
H 2.682558 -2.104289 -0.410851 0.444 -1.732 1.271 0.483
H 3.383282 -0.510664 -0.760429 0.307 0.102 0.873 0.412
H 2.108461 -1.135018 -1.594559 -0.031 -0.220 -0.548 0.566
H 1.838575 0.795466 1.785718 -0.307 -0.685 0.402 0.295
H 2.481189 -0.908680 1.915278 -2.154 1.166 0.100 0.397
H 0.645055 -0.558848 2.151766 -0.231 -0.005 0.659 0.333
H -1.743906 2.597938 0.827338 2.263 -0.803 0.419 0.349
H -0.225315 2.073524 1.869030 -0.405 0.204 -0.381 0.289
H -0.076118 3.127898 0.401393 -0.083 -0.418 0.417 0.300
```
Positions in Å, forces in eV/Å.

Energy relative to the best compared isomer or geometry (same formula, charge and spin) = 1.637 eV
M = 165.26 Da
Spin multiplicity = 1
Max |F| = 5.4 eV/A
LUMO energy = -4.870 eV
SMILES = C=C1[N+](C)=C(C)C(C)=NC1(C)C
Charge = +1

=====

The following is a DFT calculation (ωB97M-V/def2-TZVPD) of a single C10H17N3O2 molecule.

XYZ file:
```
32
Properties=species:S:1:pos:R:3:forces:R:3:mulliken_charge:R:1
C -2.077953 2.546552 -0.228465 -0.112 -1.340 -0.857 -0.758
C -1.605292 3.017009 0.986884 2.837 0.952 2.861 -0.754
C -1.204736 1.557981 -0.580769 1.528 -0.665 -1.160 0.097
C -0.400754 2.368016 1.316550 -1.516 1.036 -0.794 0.561
C -1.601456 -3.173638 0.190876 -4.069 -1.626 2.143 -1.459
C 0.292166 -3.043561 -1.472726 2.360 -1.484 -0.290 -1.003
C 1.853057 1.248934 -1.025011 -0.378 -1.715 -1.155 -1.697
C 1.970660 0.493083 1.326963 1.230 0.543 1.477 -1.840
C -0.227760 -2.813699 -0.075820 0.855 2.846 0.029 0.529
C 1.058257 0.608432 0.135433 0.372 1.381 -1.054 1.621
N -0.197622 -1.294100 0.171137 1.654 0.728 -0.142 -0.472
N 0.846867 -0.755665 -0.246196 -2.424 -1.972 0.933 -0.203
N -0.147918 1.440818 0.365812 -0.744 -0.938 -1.195 0.339
O -1.008750 0.835488 -1.777295 -0.073 0.372 1.659 -0.454
O 0.513039 2.750217 2.269871 -2.026 0.753 0.866 -0.485
H -3.002438 2.804210 -0.717738 0.123 0.071 -0.170 0.398
H -1.685342 3.975753 1.494119 -1.014 -0.113 -0.235 0.225
H -2.241437 -2.565379 -0.400625 -0.556 0.226 -1.318 0.355
H -1.850978 -4.239832 0.049803 0.338 0.352 -0.510 0.368
H -2.206278 -2.990243 1.181084 2.301 0.023 -0.919 0.310
H -0.459753 -3.314429 -2.239661 0.296 0.410 0.550 0.315
H 1.053299 -3.936389 -1.400248 -1.336 1.642 -0.514 0.252
H 0.887413 -2.091103 -1.694893 -0.777 -1.765 -0.375 0.329
H 2.873130 0.819671 -0.941366 -0.507 0.564 -0.461 0.444
H 1.808894 2.298295 -0.874053 0.443 1.030 0.058 0.381
H 1.389155 1.014300 -2.050640 0.737 0.255 1.655 0.324
H 1.487382 0.612010 2.278902 -0.542 0.268 0.265 0.453
H 2.454355 -0.462230 1.444856 -0.131 -0.742 -0.668 0.459
H 2.846264 1.160367 1.326386 -0.642 0.332 -0.224 0.347
H 0.449877 -3.138604 0.683905 0.598 -0.604 0.390 0.309
H -1.769798 0.949090 -2.339254 -0.468 0.131 -0.144 0.332
H -0.095549 3.318647 2.842178 1.646 -0.950 -0.702 0.382
```
Positions in Å, forces in eV/Å.

Energy relative to the best compared isomer or geometry (same formula, charge and spin) = 4.717 eV
M = 211.26 Da
Spin multiplicity = 1
Max |F| = 4.9 eV/A
LUMO energy = 0.748 eV
SMILES = CC(C)/N=N/C(C)(C)n1c(O)ccc1O

=====

The following is a DFT calculation (ωB97M-V/def2-TZVPD) of a single C10H17N3O4 molecule.

XYZ file:
```
34
Properties=species:S:1:pos:R:3:forces:R:3:mulliken_charge:R:1
C -1.718129 -0.103625 0.023109 0.701 -0.469 -0.326 0.065
C -0.548872 0.498794 -0.742995 4.002 1.479 0.846 -0.074
C -1.664906 0.115582 1.551138 -1.038 -1.751 0.587 -1.177
C -2.199487 -1.254378 2.240745 -0.367 1.102 -3.031 -0.664
C -2.798342 -1.922500 0.919861 1.179 -0.583 1.466 -0.713
C 1.411253 1.957984 -0.428832 1.985 1.431 -0.940 -0.212
C 1.516638 2.300521 -1.983944 -2.987 0.826 2.404 0.411
C 2.630146 1.067873 -0.055988 -1.144 -0.123 -0.923 -0.878
C 2.482851 -0.384648 -0.524972 0.967 0.104 1.318 -0.565
C 1.466575 -1.125266 0.323126 0.490 -2.329 -1.595 0.318
H -2.409948 -1.727070 -1.085693 0.986 0.341 1.275 0.285
H -2.581699 0.413526 -0.332760 -0.903 0.646 -0.359 0.809
H -2.348006 0.943956 1.684534 0.260 0.318 0.934 0.441
H -0.680509 0.179801 1.965252 0.533 0.815 -0.061 0.514
H -2.920443 -1.097025 3.054619 0.200 -0.091 -0.441 0.367
H -1.342639 -1.832490 2.569656 0.049 0.036 0.145 0.290
H -2.723815 -3.023600 1.036515 -0.851 0.589 -0.272 0.348
H -3.768306 -1.483854 0.714729 -0.677 -0.485 0.282 0.388
H -0.109450 1.773354 0.934169 -0.293 -0.064 0.211 0.390
H 1.628314 2.885901 0.138327 -0.259 -0.013 -0.649 0.464
H 2.723885 1.090567 1.038977 0.205 -0.102 -0.356 0.412
H 3.480645 1.519988 -0.567192 0.110 -0.019 0.393 0.464
H 2.303616 -0.591782 -1.563008 -0.279 0.591 -0.474 0.388
H 3.484294 -0.821274 -0.358189 -0.470 -0.306 0.317 0.321
H 0.578556 -2.104419 -1.339764 0.868 0.259 1.471 0.315
H 0.057014 -2.477135 0.150508 -1.487 -0.759 1.122 0.341
H 0.713928 3.210579 -3.457901 -0.405 -0.378 1.810 0.369
N -1.898141 -1.539056 -0.180068 -0.905 -0.206 -0.824 -0.422
N 0.144361 1.539164 -0.001324 -2.505 -2.051 -1.545 -0.089
N 0.849838 -2.185881 -0.328631 1.200 0.882 -2.302 -0.519
O 0.037668 0.158530 -1.782033 -2.542 0.128 1.133 -0.706
O 2.428205 1.990340 -2.637513 2.562 -0.752 -1.767 -0.535
O 1.294531 -1.022320 1.512309 0.027 1.005 1.128 -0.643
O 0.480374 3.049865 -2.486768 0.789 -0.073 -0.975 -0.505
```
Positions in Å, forces in eV/Å.

Energy relative to the best compared isomer or geometry (same formula, charge and spin) = 1.657 eV
M = 243.26 Da
Spin multiplicity = 1
Max |F| = 4.3 eV/A
LUMO energy = 0.608 eV
SMILES = NC(=O)CC[C@H](NC(=O)[C@@H]1CCCN1)C(=O)O